1.
22
Properties=species:S:1:pos:R:3:forces:R:3:lowdin_charge:R:1 method="wB97M-V/def2-TZVPD" relative_energy_kcal_mol=96.2 orbital_gap_ha=0.3655 e_homo_ev=-8.918 smiles=CC[C@@](C)(N)NOC
C 2.2193 -1.0234 1.1933 -0.04 0.03 -0.31 -0.1303
C 0.8597 -0.4744 1.5719 -2.32 -0.75 -0.66 -0.1470
C -0.3809 -0.2574 0.3118 3.11 -0.66 2.46 -0.6265
C -0.6151 -1.5543 -0.4441 -0.14 0.11 -0.08 -0.0272
N -1.5333 0.2625 0.9189 -0.94 -0.30 0.71 0.0888
N 0.3437 0.7735 -0.3044 -1.07 1.00 -4.50 0.1048
O -0.3917 0.8799 -1.8129 1.30 0.30 2.21 -0.2109
C -1.0613 2.1017 -1.9568 -0.64 0.62 -0.04 -0.1820
H 2.8117 -0.2891 0.6429 0.07 -0.07 -0.01 0.0655
H 2.1370 -1.9306 0.5870 0.03 0.10 0.03 0.0665
H 2.7851 -1.2916 2.0927 -0.10 0.09 -0.11 0.0742
H 0.3266 -1.2002 2.1939 0.12 0.11 0.14 0.0938
H 0.9399 0.4538 2.1409 -0.16 0.03 -0.24 0.0930
H 0.3182 -1.9491 -0.8525 -0.08 0.07 0.09 0.0783
H -1.2850 -1.3679 -1.2893 0.10 0.01 0.13 0.0789
H -1.0769 -2.3116 0.1956 0.14 0.16 0.05 0.0868
H -2.3668 0.1462 0.3588 0.05 0.14 0.00 0.0848
H -1.4065 1.2214 1.2198 -0.10 -0.13 -0.18 0.0903
H 1.2033 0.4276 -0.7221 0.11 -0.16 0.26 0.0998
H -2.1529 1.9431 -1.9782 0.16 -0.06 0.00 0.0710
H -0.7913 2.5948 -2.9008 0.12 -0.23 0.04 0.0723
H -0.8829 2.8451 -1.1665 0.27 -0.42 0.01 0.0752

=====

2.
22
Properties=species:S:1:pos:R:3:forces:R:3:lowdin_charge:R:1 method="wB97M-V/def2-TZVPD" relative_energy_kcal_mol=76.9 orbital_gap_ha=0.2890 e_homo_ev=-7.005
C -1.1709 -0.4182 -0.1938 1.01 -0.48 1.13 -0.5282
C -1.7714 -1.7963 0.0432 0.04 0.08 -0.07 -0.0920
C -1.7850 0.6066 0.7518 0.19 -0.04 -0.08 -0.0863
O -1.4534 -0.0222 -1.5547 0.56 0.04 -0.07 -0.1132
H -2.4125 -0.0280 -1.6994 0.24 -0.06 0.17 0.0849
H 0.1731 -0.5489 0.1939 -3.06 0.57 -1.16 0.1207
H -1.5812 0.3443 1.7909 0.03 0.02 0.04 0.0744
H -2.8614 -1.7927 -0.1030 0.02 0.06 0.01 0.0737
H -1.5807 -2.1360 1.0618 0.04 -0.04 0.03 0.0744
H -1.3517 -2.5223 -0.6545 0.04 -0.03 0.03 0.0734
H -1.3752 1.5996 0.5595 0.02 0.01 0.03 0.0701
H -2.8764 0.6690 0.6344 0.04 -0.06 -0.05 0.0741
C 2.0664 0.5777 -0.1427 -1.00 -0.09 1.09 -0.5047
N 2.7057 1.6250 0.4712 -0.24 -0.32 -0.36 0.1251
N 1.4832 0.8050 -1.3469 -0.48 -0.44 -0.46 0.1358
C 1.7108 -0.5911 0.5377 1.94 -0.04 0.03 -0.0811
H 0.6206 0.2374 -1.4589 0.74 0.67 -0.20 0.0787
H 3.2722 1.4020 1.2733 0.04 0.22 -0.24 0.0988
H 2.8946 2.4590 -0.0638 0.10 -0.13 0.30 0.0964
H 1.3513 1.7651 -1.6316 0.12 -0.11 -0.02 0.1037
H 1.8313 -1.5201 -0.0042 -0.47 -0.04 -0.35 0.0702
H 2.1105 -0.7151 1.5359 0.06 0.22 0.22 0.0510

=====

3.
22
Properties=species:S:1:pos:R:3:forces:R:3:lowdin_charge:R:1 method="wB97M-V/def2-TZVPD" relative_energy_kcal_mol=150.9 orbital_gap_ha="0.2855 / 0.2856" e_homo_ev="-6.956 / -6.957"
C -0.9692 0.3216 -1.0757 -0.35 -0.13 0.42 -0.4756
C 0.3862 0.1389 -1.6288 0.00 -0.11 1.15 -0.0300
C 1.1502 0.6030 0.5744 0.47 0.20 -0.75 -0.0692
C -0.8114 -1.5244 0.5831 -0.17 0.41 -0.04 -0.0671
C 2.4134 -0.2032 0.4681 0.05 0.09 0.04 -0.1628
N -0.8876 -0.0822 0.3866 -0.35 0.14 -0.48 -0.3117
N -1.8204 0.4924 1.2848 -0.30 -0.15 0.07 0.0711
O -1.3980 1.6623 -1.1347 -0.12 -0.04 0.15 -0.0319
H -0.6257 2.2286 -1.0076 0.03 -0.16 -0.09 0.0900
H -1.7823 -0.2861 -1.5069 0.12 0.17 -0.09 0.1477
H -2.6794 -0.0539 1.3527 0.07 -0.22 -0.10 0.0785
H -2.1116 1.3974 0.9256 0.37 -0.02 -0.13 0.0783
H 0.6458 0.8565 -2.4048 0.06 -0.02 0.07 0.0561
H 0.6443 -0.8822 -1.8970 0.07 0.03 -0.04 0.0448
H 0.7950 0.6417 1.6025 -0.27 -0.26 -0.08 0.0670
H 1.2106 1.6160 0.2048 0.25 0.10 -0.02 0.0598
H -0.0235 -1.9349 -0.0408 0.06 0.05 -0.03 0.0748
H -1.7596 -2.0075 0.3135 -0.01 -0.05 0.06 0.0891
H -0.5881 -1.7252 1.6304 -0.01 0.00 0.01 0.0923
H 2.9235 -0.0133 -0.4737 0.05 -0.03 0.00 0.0664
H 3.0761 0.0296 1.3149 -0.01 -0.01 -0.09 0.0709
H 2.2118 -1.2750 0.5287 -0.01 0.02 -0.02 0.0614